Molecular formula: C3H7NO
Method: DFT, the ωB97M-V functional and the def2-TZVPD basis

Computed properties:
LUMO level = 0.816 eV
structure (SMILES) = C=C(O)NC
E_tot = -248.41781 a.u.
HOMO-LUMO gap = 9.499 eV
energy above the lowest of the compared OMol25 structures with the same formula, charge and spin = 68.2 kcal/mol
HOMO level = -8.68 eV

Element x y z (Å)
C (-0.83, 1.65, 0.10)
C (-0.50, 0.38, -0.19)
O (-1.34, -0.37, -1.00)
N (0.22, -0.42, 0.76)
C (1.20, -1.11, -0.03)
H (-0.28, 2.23, 0.82)
H (-1.63, 2.15, -0.43)
H (-1.58, -1.17, -0.52)
H (0.64, 0.16, 1.47)
H (0.75, -1.76, -0.77)
H (1.94, -1.64, 0.57)
H (1.40, -0.10, -0.78)